Density functional theory data (ωB97M-V with the def2-TZVPD basis set) for 2 unconnected molecules or ions with the total composition C3H11O.

Properties
2S+1: 1
Total charge: +1
Largest force on an atom, eV Å⁻¹: 1.4
LUMO, Ha: -0.191

```
15
C3H11O ωB97M-V with the def2-TZVPD basis set
C 0.90978 -1.24955 0.31664
H -1.40387 0.63923 -1.10125
H 0.57459 1.39556 -0.60928
H -1.51884 -0.13324 -2.54027
H -0.77366 -0.15055 1.18339
H 0.68064 -2.23811 0.70643
H 1.66165 1.43986 0.74990
C 0.62567 1.26636 0.48366
H 0.03529 2.04917 0.95647
H 1.98636 -1.17828 0.32184
O -1.90243 -0.00258 -1.65387
C 0.31426 -0.09408 1.10912
H -2.67010 -0.43182 -1.24118
H 0.65165 -1.22747 -0.74866
H 0.82901 -0.08449 2.06705
```

Atom-resolved charges from Löwdin, all expressed in e: number 1, C, carries -0.117; number 2, H, carries 0.163; number 3, H, carries 0.066; number 4, H, carries 0.209; number 5, H, carries 0.086; number 6, H, carries 0.078; number 7, H, carries 0.083; number 8, C, carries -0.132; number 9, H, carries 0.078; number 10, H, carries 0.078; number 11, O, carries 0.349; number 12, C, carries -0.317; number 13, H, carries 0.207; number 14, H, carries 0.055; number 15, H, carries 0.113